{
  "formula": "C2H7N5O",
  "method": "the ωB97M-V functional and the def2-TZVPD basis",
  "fmax_ha_per_bohr": 0.18462,
  "relative_energy_kj_mol": 664.7,
  "homo_ev": -8.20,
  "homo_lumo_gap_ev": 8.47,
  "lumo_energy_ev": 0.3,
  "total_energy_ha": -429.170288,
  "spin_multiplicity": 1,
  "elements": ["C", "C", "H", "H", "H", "H", "H", "H", "H", "N", "N", "N", "N", "N", "O"],
  "xyz": [[0.22, -0.26, -0.06], [-0.44, 1.10, -0.29], [1.92, -1.50, 1.53], [1.77, -2.28, -0.14], [1.98, 0.78, 0.25], [-1.53, 0.66, -0.59], [-0.48, 3.95, 0.07], [-1.78, -2.50, -0.66], [-2.43, -1.20, 0.29], [2.28, -1.19, 0.59], [1.42, -0.19, 0.27], [0.19, 2.28, -0.31], [-0.39, -1.36, -0.15], [-1.81, -1.48, -0.53], [-0.91, 3.20, -0.27]],
  "mulliken_charge": [0.572, 0.163, 0.267, 0.312, 0.333, 0.393, 0.342, 0.289, 0.233, -1.041, 0.079, -0.426, -0.396, -0.734, -0.385]
}


{
  "formula": "C2H7N5O",
  "method": "the ωB97M-V functional and the def2-TZVPD basis",
  "fmax_ha_per_bohr": 0.03520,
  "relative_energy_kj_mol": 291.8,
  "homo_ev": -8.30,
  "homo_lumo_gap_ev": 8.97,
  "lumo_energy_ev": 0.7,
  "total_energy_ha": -429.312342,
  "spin_multiplicity": 1,
  "elements": ["N", "C", "C", "N", "N", "O", "N", "N", "H", "H", "H", "H", "H", "H", "H"],
  "xyz": [[1.34, -0.23, -0.25], [-1.42, -1.33, -0.06], [0.85, 0.57, 0.60], [-0.57, -2.31, 0.13], [-0.36, 1.72, -0.28], [1.40, 0.15, -1.62], [-2.20, -0.51, -0.27], [0.92, 0.73, 1.82], [2.06, -0.45, -1.98], [0.40, -1.99, 0.13], [-0.82, -3.01, 0.82], [-0.53, 2.60, 0.19], [0.04, 1.86, -1.20], [0.14, 1.07, 2.34], [-1.23, 1.14, -0.36]],
  "mulliken_charge": [-0.556, 0.520, 0.737, -0.484, -0.615, -0.435, -0.619, -0.715, 0.324, 0.383, 0.248, 0.278, 0.338, 0.226, 0.372]
}


{
  "formula": "C2H7NO",
  "method": "the ωB97M-V functional and the def2-TZVPD basis",
  "fmax_ha_per_bohr": 0.08214,
  "smiles": "C=CO.N",
  "relative_energy_kj_mol": 260.5,
  "homo_ev": -9.24,
  "homo_lumo_gap_ev": 10.05,
  "lumo_energy_ev": 0.8,
  "total_energy_ha": -210.299517,
  "spin_multiplicity": 1,
  "elements": ["N", "H", "H", "H", "C", "C", "O", "H", "H", "H", "H"],
  "xyz": [[-3.20, 4.10, 3.71], [-2.44, 4.90, 3.64], [-2.55, 3.37, 4.07], [-3.12, 3.93, 2.67], [0.82, -2.28, -1.29], [2.02, -2.10, -2.00], [2.16, -1.85, -3.42], [0.95, -3.12, -0.61], [-0.17, -1.81, -1.55], [3.02, -2.42, -1.53], [2.50, -2.72, -3.68]],
  "mulliken_charge": [-0.690, 0.232, 0.228, 0.229, -0.529, -0.060, -0.488, 0.223, 0.257, 0.270, 0.327]
}


{
  "formula": "C2H7NO",
  "method": "the ωB97M-V functional and the def2-TZVPD basis",
  "fmax_ha_per_bohr": 0.01972,
  "smiles": "C=CO.N",
  "relative_energy_kj_mol": 108.5,
  "homo_ev": -9.24,
  "homo_lumo_gap_ev": 10.08,
  "lumo_energy_ev": 0.8,
  "total_energy_ha": -210.357406,
  "spin_multiplicity": 1,
  "elements": ["N", "H", "H", "H", "C", "C", "O", "H", "H", "H", "H"],
  "xyz": [[-2.88, 2.30, 1.84], [-3.36, 1.56, 1.34], [-3.30, 3.22, 1.77], [-1.94, 2.30, 1.44], [1.74, -2.01, -1.47], [1.87, -0.82, -0.91], [1.16, -0.33, 0.15], [2.47, -2.34, -2.19], [0.91, -2.69, -1.30], [2.60, -0.09, -1.23], [0.72, -1.09, 0.57]],
  "mulliken_charge": [-0.638, 0.211, 0.213, 0.214, -0.752, 0.169, -0.480, 0.220, 0.235, 0.313, 0.295]
}


{
  "formula": "C2H7NO",
  "method": "the ωB97M-V functional and the def2-TZVPD basis",
  "fmax_ha_per_bohr": 0.01609,
  "smiles": "NCCO",
  "relative_energy_kj_mol": 61.1,
  "homo_ev": -9.22,
  "homo_lumo_gap_ev": 10.13,
  "lumo_energy_ev": 0.9,
  "total_energy_ha": -210.375469,
  "spin_multiplicity": 1,
  "elements": ["C", "O", "C", "N", "H", "H", "H", "H", "H", "H", "H"],
  "xyz": [[-0.39, 0.80, -0.38], [-0.71, -0.03, -1.49], [0.11, -0.01, 0.81], [1.29, -0.82, 0.46], [0.42, 1.46, -0.73], [-1.25, 1.38, -0.06], [-1.66, -0.18, -1.55], [0.35, 0.68, 1.62], [-0.70, -0.67, 1.12], [1.40, -0.83, -0.55], [1.15, -1.78, 0.75]],
  "mulliken_charge": [-0.562, -0.526, -0.236, -0.613, 0.294, 0.356, 0.306, 0.260, 0.243, 0.250, 0.229]
}


{
  "formula": "C2H7NO",
  "method": "the ωB97M-V functional and the def2-TZVPD basis",
  "fmax_ha_per_bohr": 0.02875,
  "smiles": "C=CN.O",
  "relative_energy_kj_mol": 90.2,
  "homo_ev": -8.30,
  "homo_lumo_gap_ev": 9.21,
  "lumo_energy_ev": 0.9,
  "total_energy_ha": -210.364399,
  "spin_multiplicity": 1,
  "elements": ["C", "C", "N", "H", "H", "H", "H", "H", "H", "H", "O"],
  "xyz": [[0.66, -0.87, 1.42], [1.12, -0.50, 0.23], [0.40, -0.61, -0.96], [-0.26, -1.44, 1.49], [1.22, -0.84, 2.35], [2.03, 0.06, 0.08], [-0.60, -0.53, -0.93], [0.85, -0.31, -1.81], [-1.85, 1.91, 0.36], [-0.91, 1.60, -0.86], [-1.78, 1.48, -0.51]],
  "mulliken_charge": [-0.823, 0.128, -0.538, 0.226, 0.278, 0.271, 0.251, 0.225, 0.322, 0.325, -0.667]
}